This record from OMol25 describes one molecule with the formula C6H17NP2 in a non-equilibrium geometry. The level of theory is wB97M-V/def2-TZVPD.

```
26
C6H17NP2 | OMol25 | wB97M-V/def2-TZVPD
C -1.86 0.44 -1.56
P -1.46 0.19 0.03
C -2.66 -1.04 0.72
C -1.74 1.71 1.04
C 0.17 -0.47 0.76
P 1.89 0.14 0.16
C 2.57 -1.50 -0.26
C 1.71 0.88 -1.51
N 2.71 1.08 1.07
H -1.24 1.42 -1.80
H -1.63 -0.47 -2.12
H -2.79 -1.88 -0.09
H -2.44 -1.46 1.79
H -3.60 -0.39 0.82
H -2.80 1.91 0.90
H -1.45 1.38 2.10
H -1.12 2.36 0.61
H 0.24 -1.51 0.53
H 0.39 -0.59 1.82
H 2.10 -2.18 -0.92
H 3.65 -1.47 -0.72
H 2.79 -2.12 0.66
H 2.50 1.43 -1.78
H 1.50 0.05 -2.17
H 0.79 1.62 -1.63
H 3.08 0.77 1.94
```

Summary:
Orbital gap: 8.60 eV
Energy relative to the best compared isomer or geometry (same formula, charge and spin): 0.0 kJ/mol
Highest occupied orbital energy: -7.99 eV
Structure (SMILES): C=P(C)(C)CP(C)(C)=N
Calculated total energy: -976.14546 hartree

natural (NBO) atomic charge list, values in e, 8 entries:
1. C -1.19
2. P 1.55
3. C -0.98
4. C -0.92
5. C -1.13
6. P 1.77
7. C -1.05
8. C -0.95

This record from OMol25 describes a 2-piece molecular cluster, C6H17NSi overall in a non-equilibrium geometry. The level of theory is wB97M-V/def2-TZVPD.

```
25
C6H17NSi | OMol25 | wB97M-V/def2-TZVPD
C -2.12 0.41 0.76
C -0.29 0.84 -2.22
C 1.26 1.73 -0.32
C 1.62 -0.57 -1.37
C -1.16 -0.68 0.34
C 0.70 0.62 -1.16
N 0.70 -1.14 2.70
Si -0.50 -1.77 1.64
H -1.85 1.20 1.50
H -3.07 0.04 1.06
H -2.49 0.99 -0.12
H -0.05 1.60 -3.00
H -1.12 1.37 -1.74
H -0.77 -0.01 -2.67
H 1.75 1.27 0.61
H 0.37 2.49 -0.16
H 1.85 2.40 -0.96
H 2.05 -0.30 -2.32
H 2.49 -0.71 -0.78
H 1.08 -1.40 -1.52
H -1.22 -1.12 -0.56
H 1.07 -0.20 2.84
H 0.82 -1.82 3.46
H -1.41 -2.44 2.66
H 0.19 -3.06 1.17
```

Summary:
Orbital gap (spin up / spin down): 7.18 / 8.83 eV
Energy relative to the best compared isomer or geometry (same formula, charge and spin): 385.9 kJ/mol
Highest occupied orbital energy (spin up / spin down): -7.26 / -8.12 eV
Calculated total energy: -582.90199 hartree

natural (NBO) atomic charge list, values in e, 8 entries:
1. C -0.68
2. C -0.71
3. C -0.69
4. C -0.67
5. C -0.62
6. C 0.21
7. N -1.33
8. Si 1.31

This record from OMol25 describes C6H17O10Sr as an isolated structure in a non-equilibrium geometry. The level of theory is wB97M-V/def2-TZVPD.

```
34
C6H17O10Sr | OMol25 | wB97M-V/def2-TZVPD
Sr 0.19 0.02 0.49
C 0.84 -4.33 -0.75
C 0.83 -2.85 -0.49
O 1.31 -2.48 0.56
O 0.36 -2.01 -1.29
H 1.44 -4.50 -1.64
H -0.20 -4.58 -0.98
H 1.26 -4.82 0.12
C -4.33 0.17 -0.17
C -2.82 0.18 0.05
O -2.20 -0.84 -0.27
O -2.26 1.17 0.61
H -4.83 0.52 0.73
H -4.65 -0.86 -0.32
H -4.56 0.89 -0.96
C 0.61 3.31 -1.91
C 0.53 1.93 -2.53
O 0.06 0.97 -1.90
O 1.07 1.80 -3.64
H 1.64 3.64 -1.75
H 0.16 3.32 -0.92
H 0.15 4.07 -2.55
O 2.16 -0.19 2.54
H 2.62 -1.00 2.35
H 2.57 0.14 3.33
O 0.60 2.34 1.44
H 0.23 3.17 1.16
H 1.50 2.56 1.68
O -0.79 -0.66 2.70
H -1.61 -0.29 3.02
H -0.48 -1.21 3.42
O 2.60 0.19 -0.43
H 3.55 0.27 -0.35
H 2.45 -0.02 -1.35
```

Summary:
Orbital gap: 6.29 eV
Energy relative to the best compared isomer or geometry (same formula, charge and spin): 30.9 kJ/mol
Highest occupied orbital energy: -4.44 eV
Net charge: -1
Calculated total energy: -1022.19789 hartree

natural (NBO) atomic charge list, values in e, 8 entries:
1. Sr 1.82
2. C -0.73
3. C 0.76
4. O -0.85
5. O -0.77
6. H 0.21
7. H 0.22
8. H 0.20

This record from OMol25 describes C6H18AgCl2O6 as an isolated structure in a non-equilibrium geometry. The level of theory is wB97M-V/def2-TZVPD.

```
33
C6H18AgCl2O6 | OMol25 | wB97M-V/def2-TZVPD
Ag -0.86 -0.40 -0.28
Cl -0.97 -2.08 -2.16
Cl -3.19 0.90 -0.98
C -2.33 -2.47 1.89
C -0.89 -2.80 2.16
O -0.10 -2.52 1.00
O -2.46 -1.12 1.41
H -2.90 -2.51 2.82
H -2.77 -3.19 1.21
H -0.85 -3.88 2.34
H -0.49 -2.33 3.07
H 0.62 -3.15 0.98
H -3.34 -0.79 1.59
C 1.78 0.52 1.01
C 0.64 0.73 2.00
O -0.57 1.10 1.32
O 1.42 -0.43 0.00
H 2.66 0.28 1.63
H 2.09 1.43 0.49
H 0.90 1.57 2.66
H 0.51 -0.15 2.63
H -1.18 1.47 1.96
H 2.22 -0.83 -0.35
C 0.69 1.16 -2.70
C 1.30 2.41 -3.32
O 2.07 3.15 -2.37
O -0.09 1.42 -1.56
H 1.48 0.44 -2.48
H 0.10 0.76 -3.54
H 0.48 3.03 -3.72
H 1.94 2.14 -4.16
H 2.52 3.84 -2.86
H -0.43 2.32 -1.67
```

Summary:
Orbital gap (spin up / spin down): 8.72 / 5.99 eV
Energy relative to the best compared isomer or geometry (same formula, charge and spin): 87.8 kJ/mol
2S+1: 2
Highest occupied orbital energy (spin up / spin down): -8.55 / -8.09 eV
Expectation value of S²: 0.757
Calculated total energy: -1758.10611 hartree

natural (NBO) atomic charge list, values in e, 8 entries:
1. Ag 1.15
2. Cl -0.61
3. Cl -0.66
4. C -0.09
5. C -0.09
6. O -0.73
7. O -0.75
8. H 0.17

This record from OMol25 describes one molecule with the formula C6H18B2N4 in a non-equilibrium geometry. The level of theory is wB97M-V/def2-TZVPD.

```
30
C6H18B2N4 | OMol25 | wB97M-V/def2-TZVPD
C -2.15 -1.61 -0.23
B -1.13 -0.50 0.13
N -0.04 -0.87 1.07
C -0.07 -1.77 2.22
N 0.68 0.39 1.22
C 0.33 1.24 2.30
B 1.29 0.70 -0.02
C 2.80 0.37 -0.20
N 0.39 0.67 -1.16
C 0.78 0.20 -2.49
N -0.95 0.61 -0.80
C -1.79 1.49 -1.59
H -2.78 -2.00 0.62
H -1.46 -2.40 -0.60
H -2.87 -1.40 -0.99
H -0.30 -2.82 2.02
H -0.81 -1.41 2.96
H 0.92 -1.68 2.68
H -0.67 1.00 2.73
H 0.24 2.23 1.98
H 1.18 1.14 3.04
H 3.30 1.25 -0.63
H 3.21 0.12 0.81
H 3.00 -0.42 -0.91
H 1.76 0.62 -2.81
H 0.10 0.47 -3.36
H 0.83 -0.89 -2.49
H -1.80 1.15 -2.62
H -1.22 2.38 -1.76
H -2.78 1.72 -1.13
```

Summary:
Orbital gap: 8.00 eV
Energy relative to the best compared isomer or geometry (same formula, charge and spin): 135.3 kJ/mol
Highest occupied orbital energy: -7.36 eV
Structure (SMILES): CB1N(C)N(C)B(C)N(C)N1C
Calculated total energy: -508.11795 hartree

natural (NBO) atomic charge list, values in e, 8 entries:
1. C -0.99
2. B 0.97
3. N -0.50
4. C -0.41
5. N -0.60
6. C -0.41
7. B 1.00
8. C -0.99

This record from OMol25 describes C6H18BF4O3Rb2S3 as an isolated structure in a non-equilibrium geometry. The level of theory is wB97M-V/def2-TZVPD.

```
37
C6H18BF4O3Rb2S3 | OMol25 | wB97M-V/def2-TZVPD
Rb 2.64 -2.52 -1.82
Rb -1.29 -3.31 -0.18
B -0.34 -0.38 -0.91
F -1.32 -0.22 0.11
F 0.06 0.82 -1.44
F 0.70 -1.06 -0.24
F -0.82 -1.22 -1.93
C -1.43 3.33 0.67
S 0.10 3.76 1.56
O -0.14 4.72 2.69
C 0.28 2.16 2.40
H -1.91 4.23 0.30
H -2.17 2.82 1.30
H -1.14 2.66 -0.14
H 0.34 1.41 1.62
H -0.57 2.01 3.07
H 1.18 2.26 3.00
C -1.26 -0.78 -4.96
S 0.55 -0.56 -4.85
O 1.09 -0.82 -6.22
C 0.50 1.25 -4.65
H -1.68 -0.18 -4.14
H -1.53 -1.81 -4.78
H -1.62 -0.36 -5.90
H -0.03 1.54 -3.74
H -0.03 1.67 -5.51
H 1.52 1.62 -4.69
C 0.49 -3.49 4.57
S 1.74 -2.61 3.54
O 2.85 -2.18 4.44
C 0.74 -1.14 3.18
H 0.25 -2.86 5.42
H 0.92 -4.43 4.92
H -0.34 -3.75 3.91
H 1.32 -0.49 2.53
H 0.54 -0.65 4.14
H -0.21 -1.45 2.75
```

Summary:
Orbital gap: 5.99 eV
Highest occupied orbital energy: -10.47 eV
Net charge: +1
Calculated total energy: -2132.15102 hartree

natural (NBO) atomic charge list, values in e, 8 entries:
1. Rb 0.99
2. Rb 0.99
3. B 1.32
4. F -0.57
5. F -0.54
6. F -0.61
7. F -0.59
8. C -0.84

This record from OMol25 describes C6H18BaN3O12 as an isolated structure in a non-equilibrium geometry. The level of theory is wB97M-V/def2-TZVPD.

```
40
C6H18BaN3O12 | OMol25 | wB97M-V/def2-TZVPD
Ba 0.44 1.97 1.34
N 2.30 -3.69 4.48
O 1.99 -2.67 3.84
O 2.85 -3.53 5.56
O 1.90 -4.81 4.05
N 6.25 1.80 3.99
O 5.48 1.84 3.05
O 6.66 0.73 4.48
O 6.46 2.85 4.58
N 0.59 6.04 5.87
O 0.39 4.83 5.55
O -0.26 6.86 6.18
O 1.76 6.41 5.84
C -3.35 2.29 -4.45
C -3.29 3.46 -3.49
O -2.02 3.42 -2.84
H -4.08 2.38 -5.24
H -3.38 1.37 -3.86
H -2.41 2.35 -5.00
H -3.94 3.40 -2.62
H -3.52 4.44 -3.91
H -1.62 4.29 -2.78
C -3.93 -3.58 -1.16
C -4.14 -2.53 -0.03
O -2.99 -2.23 0.71
H -4.92 -3.95 -1.41
H -3.29 -4.39 -0.82
H -3.47 -3.20 -2.07
H -4.81 -2.87 0.76
H -4.61 -1.65 -0.47
H -2.77 -3.00 1.23
C 2.59 -2.96 -2.22
C 3.32 -1.66 -2.21
O 2.48 -0.55 -2.45
H 1.81 -3.04 -1.46
H 3.27 -3.81 -2.14
H 1.92 -3.08 -3.08
H 4.01 -1.71 -3.06
H 3.89 -1.46 -1.30
H 2.44 -0.39 -3.40
```

Summary:
Orbital gap: 2.14 eV
Energy relative to the best compared isomer or geometry (same formula, charge and spin): 936.7 kJ/mol
Highest occupied orbital energy: -4.58 eV
Net charge: -1
Calculated total energy: -1331.47490 hartree

natural (NBO) atomic charge list, values in e, 8 entries:
1. Ba 1.81
2. N 0.71
3. O -0.60
4. O -0.50
5. O -0.58
6. N 0.71
7. O -0.56
8. O -0.50

This record from OMol25 describes C6H18BaO6 as an isolated structure in a non-equilibrium geometry. The level of theory is wB97M-V/def2-TZVPD.

```
31
C6H18BaO6 | OMol25 | wB97M-V/def2-TZVPD
Ba -21.68 -27.36 18.05
C -18.87 -29.85 18.56
O -19.28 -28.61 18.95
H -17.88 -29.76 18.10
H -18.77 -30.40 19.50
H -19.39 -30.40 17.78
H -18.68 -28.24 19.59
C -21.18 -24.15 15.63
O -21.85 -25.34 16.02
H -21.77 -23.78 14.80
H -21.07 -23.54 16.54
H -20.21 -24.38 15.19
H -22.71 -25.33 15.60
C -22.76 -29.59 21.15
O -22.04 -28.41 20.82
H -23.79 -29.31 21.36
H -22.72 -30.40 20.42
H -22.36 -30.11 22.01
H -22.23 -27.71 21.44
C -21.25 -28.94 13.80
O -20.02 -28.26 13.74
C -19.40 -27.79 14.82
O -19.94 -27.87 15.94
O -18.16 -27.29 14.52
C -17.49 -26.45 15.49
H -21.10 -29.84 14.39
H -21.37 -29.42 12.83
H -22.13 -28.33 13.99
H -16.92 -27.22 16.01
H -18.24 -25.96 16.10
H -16.73 -25.84 14.99
```

Summary:
Orbital gap: 9.88 eV
Energy relative to the best compared isomer or geometry (same formula, charge and spin): 230.7 kJ/mol
Highest occupied orbital energy: -17.10 eV
Net charge: +2
Calculated total energy: -715.79576 hartree

Mulliken atomic charge list, values in e, 8 entries:
1. Ba 1.78
2. C -0.70
3. O -0.37
4. H 0.27
5. H 0.33
6. H 0.31
7. H 0.24
8. C -0.64